Computed, not measured: a structure of composition H18O9 in a non-equilibrium geometry, with ωB97M-V/def2-TZVPD.

Last column: natural (NBO) charge in e.
CARTESIAN COORDINATES (ANGSTROEM)
H  0.4927  1.0563  -2.4974  0.49
H  0.1653  -1.5871  0.1499  0.46
H  -0.1908  0.0699  -0.8381  0.47
H  0.3805  1.4829  1.8726  0.44
O  0.9843  1.3953  0.7421  -0.83
H  0.0908  -0.8049  1.2442  0.45
O  -0.1893  -2.3314  0.6363  -0.96
O  2.1834  -0.1142  -1.0623  -1.00
O  -0.9371  -0.9444  -2.2728  -0.85
O  0.0818  -0.6045  2.1801  -0.97
H  1.9060  1.3161  0.9879  0.52
O  0.4383  0.4052  -1.7979  -0.86
H  0.8169  2.3378  0.7388  0.54
H  -0.8364  -0.4190  2.3770  0.47
H  -1.1858  -0.0259  0.1553  0.43
H  -1.8911  -1.0002  -2.2188  0.54
H  -0.7233  -1.3121  -3.1302  0.51
H  2.0436  0.4984  -0.3402  0.40
H  -0.1479  -0.2686  -2.1423  0.44
H  1.3559  -0.1108  -1.5434  0.43
H  -2.6115  -0.5298  0.2277  0.44
H  -0.8148  -2.7352  0.0348  0.44
H  0.3642  2.1831  3.2148  0.44
H  0.5495  0.3782  0.4459  0.47
O  -2.0953  0.2722  0.1467  -1.02
O  -0.0557  -0.2510  0.0535  -0.91
O  -0.1744  1.6436  2.6358  -0.96

Calculated values
Charge ... 0
Relative energy (zero: lowest compared OMol25 entry of this formula, charge and spin) ... 1712.2 kJ/mol
Max |F| ... 13.3 eV/Å
Orbital gap ... 7.6 eV
LUMO level ... -0.63 eV